No. 1
A structure of composition C46H59BrCuN6O3Si. Source: the Open Molecules 2025 dataset; level of theory: the ωB97M-V functional and the def2-TZVPD basis.

LUMO energy (alpha / beta) ... -0.7 / -0.7 eV
Strongest force on any atom ... 0.0051 Eh/bohr
HOMO-LUMO gap (alpha / beta) ... 0.198 / 0.245 Ha

Structure (ORCA input):
```
! wB97M-V def2-TZVPD RIJCOSX def2/J DEFGRID3
* xyz 0 2
Cu -0.31 -0.67 -0.37
N -4.10 1.84 -3.02
C -2.90 1.42 -3.83
C -2.93 -0.09 -4.02
N -3.07 -0.84 -2.79
C -4.22 -0.40 -2.02
C -4.17 1.09 -1.72
H -4.96 1.68 -3.56
H -4.04 2.84 -2.83
H -2.04 1.69 -3.22
H -2.91 1.97 -4.77
H -2.01 -0.38 -4.53
H -3.76 -0.37 -4.69
H -2.25 -0.75 -2.20
H -4.25 -0.93 -1.07
H -5.14 -0.64 -2.57
H -3.26 1.34 -1.17
H -5.04 1.45 -1.17
C 3.04 -1.63 0.50
Si 1.24 -1.84 1.09
C 0.88 -3.73 0.85
C -0.22 -4.25 1.78
C 2.14 -4.58 1.08
C 0.45 -3.94 -0.61
C 1.27 -1.28 2.93
C -0.13 -1.24 3.55
C 1.86 0.13 2.96
C 2.16 -2.19 3.78
H 3.71 -2.20 1.14
H 3.37 -0.59 0.53
H 3.17 -2.00 -0.52
H 0.11 -4.28 2.81
H -0.49 -5.27 1.50
H -1.13 -3.64 1.74
H 2.54 -4.44 2.09
H 2.93 -4.34 0.37
H 1.89 -5.64 0.97
H -0.48 -3.41 -0.84
H 0.28 -5.01 -0.81
H 1.21 -3.58 -1.31
H -0.79 -0.57 3.00
H -0.07 -0.88 4.58
H -0.60 -2.23 3.57
H 1.33 0.81 2.29
H 2.91 0.15 2.68
H 1.78 0.54 3.97
H 1.76 -3.20 3.87
H 2.23 -1.79 4.80
H 3.17 -2.27 3.39
C -5.93 -3.07 3.31
C -5.90 -3.48 1.98
C -4.85 -3.10 1.16
C -3.81 -2.29 1.64
C -3.85 -1.91 2.99
C -4.89 -2.30 3.81
C -2.69 -1.92 0.75
C -2.03 -0.76 0.61
C -2.50 0.51 1.23
C -3.86 0.81 1.43
C -4.26 2.05 1.92
C -3.33 3.02 2.23
C -1.98 2.75 2.03
C -1.58 1.52 1.52
H -6.75 -3.37 3.95
H -6.70 -4.10 1.58
H -4.82 -3.44 0.13
H -3.04 -1.31 3.38
H -4.90 -1.99 4.85
H -2.34 -2.77 0.16
H -4.61 0.07 1.20
H -5.32 2.24 2.07
H -3.64 3.98 2.62
H -1.23 3.50 2.25
H -0.53 1.35 1.32
C 5.55 2.86 4.43
C 5.12 2.67 3.01
C 5.91 1.98 2.09
C 5.51 1.78 0.78
C 4.28 2.26 0.36
N 3.76 2.02 -0.94
C 4.48 1.65 -2.02
O 5.69 1.70 -2.13
N 3.72 1.22 -3.14
C 2.64 0.35 -3.18
C 2.23 -0.19 -4.40
C 1.16 -1.06 -4.44
C 0.48 -1.36 -3.27
N 0.86 -0.85 -2.10
C 1.92 -0.05 -2.05
C 3.47 2.96 1.25
C 3.89 3.16 2.56
H 6.56 2.49 4.59
H 4.88 2.34 5.12
H 5.54 3.92 4.71
H 6.87 1.59 2.41
H 6.15 1.25 0.09
H 2.76 2.23 -1.04
H 4.34 1.16 -3.94
H 2.76 0.08 -5.31
H 0.84 -1.50 -5.38
H -0.37 -2.03 -3.26
H 2.19 0.30 -1.07
H 2.51 3.32 0.93
H 3.25 3.69 3.24
Br 0.35 2.36 -6.89
C 0.50 3.16 -5.17
C 0.89 4.48 -5.05
N 1.02 5.07 -3.87
C 0.78 4.35 -2.77
C 0.35 3.03 -2.81
C 0.22 2.42 -4.05
C 0.11 2.22 -1.54
O 0.91 2.40 -0.61
O -0.83 1.38 -1.59
H 1.11 5.08 -5.93
H 0.92 4.84 -1.82
H -0.07 1.38 -4.11
*
```

Atomic partial charges in e from the Löwdin method, atoms 1 to 4: 0.34 0.07 -0.11 -0.19

***

No. 2
A cluster of 2 separate species, C46H60BF2N2 in total at a distorted geometry. Source: the Open Molecules 2025 dataset; level of theory: the ωB97M-V functional and the def2-TZVPD basis.

LUMO energy ... -5.6 eV
Strongest force on any atom ... 0.0514 Eh/bohr
HOMO-LUMO gap ... 0.172 Ha

Structure (ORCA input):
```
! wB97M-V def2-TZVPD RIJCOSX def2/J DEFGRID3
* xyz 1 1
C 9.22 -1.60 1.37
C 9.94 -1.72 0.05
C 11.44 -1.78 0.39
C 9.65 -3.09 -0.57
C 9.61 -0.53 -0.94
C 10.72 -0.03 -1.62
C 10.62 0.89 -2.67
C 9.36 1.23 -3.12
C 8.22 0.67 -2.54
C 6.98 0.79 -3.46
C 5.76 0.05 -2.97
C 7.28 0.18 -4.84
C 6.64 2.28 -3.55
C 8.31 0.02 -1.28
N 7.13 -0.28 -0.49
C 6.20 0.47 0.24
B 5.65 1.96 0.34
H 4.66 2.23 1.29
N 5.37 -0.45 0.87
C 4.30 -0.11 1.82
C 2.94 -0.17 1.41
C 2.44 -0.90 0.11
C 1.03 -0.45 -0.27
C 2.38 -2.42 0.33
C 3.27 -0.59 -1.13
C 1.97 0.37 2.28
C 2.28 0.71 3.61
C 3.60 1.04 3.86
C 4.63 0.44 3.10
C 5.99 0.48 3.83
C 6.53 1.91 3.89
C 7.04 -0.41 3.19
C 5.84 0.04 5.29
C 5.73 -1.74 0.47
C 6.69 -1.62 -0.48
H 8.15 -1.77 1.23
H 9.57 -2.37 2.07
H 9.38 -0.62 1.83
H 12.04 -2.11 -0.47
H 11.82 -0.81 0.75
H 11.60 -2.51 1.19
H 10.16 -3.21 -1.53
H 10.04 -3.86 0.12
H 8.59 -3.29 -0.70
H 11.72 -0.38 -1.39
H 11.51 1.27 -3.16
H 9.24 1.84 -4.02
H 5.47 0.43 -1.99
H 4.92 0.26 -3.66
H 5.90 -1.04 -2.94
H 8.12 0.66 -5.37
H 7.52 -0.89 -4.74
H 6.39 0.27 -5.47
H 7.45 2.85 -4.01
H 5.73 2.41 -4.16
H 6.44 2.67 -2.54
H 6.60 2.71 0.48
H 5.10 2.29 -0.71
H 1.01 0.64 -0.43
H 0.73 -0.93 -1.21
H 0.30 -0.74 0.49
H 3.37 -2.86 0.49
H 1.74 -2.64 1.19
H 1.94 -2.91 -0.56
H 4.24 -1.10 -1.12
H 2.76 -0.98 -2.02
H 3.42 0.49 -1.27
H 0.96 0.58 1.90
H 1.51 0.80 4.40
H 3.86 1.77 4.64
H 5.85 2.57 4.45
H 7.48 1.89 4.45
H 6.70 2.34 2.89
H 6.74 -1.46 3.17
H 7.22 -0.05 2.17
H 8.00 -0.32 3.72
H 5.35 -0.94 5.37
H 6.83 -0.03 5.76
H 5.25 0.77 5.87
H 5.27 -2.65 0.83
H 7.08 -2.35 -1.17
C 3.87 5.37 9.04
C 3.49 5.13 7.63
C 2.14 5.03 7.32
F 1.23 5.11 8.34
C 1.68 4.81 6.04
C 2.62 4.49 4.99
C 2.18 3.92 3.76
C 0.82 3.49 3.63
C 0.17 2.77 4.68
C -1.13 2.33 4.52
F -1.72 1.59 5.51
C -1.85 2.54 3.35
C -3.20 1.94 3.22
C -1.24 3.31 2.35
C 0.06 3.76 2.47
C 4.00 4.67 5.30
C 4.41 4.99 6.58
H 4.95 5.53 9.12
H 3.39 6.27 9.44
H 3.60 4.55 9.72
H 0.60 4.80 5.89
H 2.84 3.93 2.89
H 0.72 2.49 5.58
H -3.66 2.23 2.27
H -3.23 0.84 3.28
H -3.85 2.32 4.01
H -1.84 3.57 1.47
H 0.53 4.36 1.68
H 4.74 4.51 4.50
H 5.47 5.13 6.82
*
```

Atomic partial charges in e from the Löwdin method, atoms 1 to 4: -0.07 -0.52 -0.09 -0.04

***

Sequential relative energy (zero: lowest compared OMol25 entry of this formula, charge and spin) output: 0.071; 0.913 eV